A cluster of 2 separate species, C6H13O2 in total at a distorted geometry. Source: the Open Molecules 2025 dataset; level of theory: wB97M-V/def2-TZVPD.

```
21
Properties=species:S:1:pos:R:3:forces:R:3:nbo_charge:R:1
O -0.85600 1.91295 1.16753 0.4 0.1 0.1 -0.80
O -2.97469 1.29370 1.57455 -0.1 0.0 -0.4 -0.79
C 1.81329 -1.04983 -0.41982 -1.0 -0.8 -0.6 -0.24
C -2.00868 1.56802 0.82690 -0.1 -0.3 0.5 0.75
C 0.45525 -1.74692 -0.16046 0.5 0.7 0.7 -0.60
C 2.03468 -1.01414 -1.93526 0.2 0.0 -0.5 -0.60
C -2.16040 1.44437 -0.70395 -0.9 0.2 -0.4 -0.73
C 2.94037 -1.74405 0.31333 0.7 0.4 0.6 -0.61
H 1.73859 -1.94488 -2.44743 0.1 0.1 0.3 0.19
H 3.06229 -1.35520 1.32742 -0.3 -0.2 0.1 0.21
H 3.07915 -0.82946 -2.21840 -0.1 0.1 0.2 0.19
H -1.62623 2.30076 -1.11670 0.3 -0.3 -0.3 0.20
H 3.93682 -1.58529 -0.11371 -0.2 0.0 -0.3 0.19
H -0.23662 -1.07697 -0.65612 -0.7 -0.5 -0.1 0.22
H 0.21041 -1.74293 0.90004 0.0 0.3 0.2 0.22
H -3.18954 1.48217 -1.10479 0.1 0.0 0.5 0.18
H 1.58242 -0.02996 -0.09420 0.7 0.0 0.2 0.23
H 0.37906 -2.80167 -0.42301 0.2 0.1 -0.7 0.18
H 2.77699 -2.82018 0.37166 0.0 -0.1 0.0 0.19
H 1.44626 -0.21837 -2.38832 -0.1 0.1 0.0 0.21
H -1.76590 0.47924 -1.03362 0.3 0.2 0.0 0.19
```
Forces are in eV/Å.

Values from the calculation:
Maximum force: 0.027 hartree/bohr
HOMO-LUMO gap: 7.14 eV
Net charge: -1
E_HOMO: -3.79 eV
Lowest unoccupied orbital energy: 0.123 hartree
Relative energy (zero: lowest compared OMol25 entry of this formula, charge and spin): 56.6 kJ/mol